Formula: C4H5NS
Source: the Open Molecules 2025 dataset
Level of theory: the ωB97M-V functional and the def2-TZVPD basis

Properties
- ΔE to the lowest compared entry with this formula, charge and spin (kJ/mol) = 128.9
- frontier orbital gap (eV) = 8.6
- SMILES = CC#CC(N)=S
- 2S+1 = 1

Structure (XYZ):
```
11
C4H5NS | the Open Molecules 2025 dataset | the ωB97M-V functional and the def2-TZVPD basis
C 2.27230 -0.35846 -0.82970
C 0.98406 -0.12600 -0.18522
C -0.07834 0.05535 0.35461
C -1.36012 0.30595 0.97798
N -2.45149 0.30708 0.19347
S -1.41827 0.55415 2.60636
H 2.26704 -1.37649 -1.27647
H 3.07396 -0.35709 -0.10723
H 2.45972 0.40844 -1.58334
H -2.36236 0.11866 -0.79869
H -3.38651 0.46841 0.64822
```

---

Formula: C4H5NS2
Source: the Open Molecules 2025 dataset
Level of theory: the ωB97M-V functional and the def2-TZVPD basis

Properties
- ΔE to the lowest compared entry with this formula, charge and spin (kJ/mol) = 589.0
- frontier orbital gap (eV) = 8.8
- SMILES = S[C@H]1[C@H]2C=NS[C@H]12
- 2S+1 = 1

Structure (XYZ):
```
12
C4H5NS2 | the Open Molecules 2025 dataset | the ωB97M-V functional and the def2-TZVPD basis
S 2.65368 -0.43038 -0.39717
C 1.02299 -0.85838 0.32760
C -0.02308 0.13631 0.61394
C -0.92240 1.13032 -0.11039
N -2.11898 0.71656 -0.42667
S -2.14744 -1.18778 -0.24044
C -0.42170 -1.04563 -0.34661
H 2.20997 1.11354 -0.81487
H 1.07073 -1.41456 1.36487
H -0.26457 0.27249 1.72632
H -0.77574 2.25767 -0.30665
H -0.28344 -0.69017 -1.38994
```

---

Formula: C4H5NaO3Rb
Source: the Open Molecules 2025 dataset
Level of theory: the ωB97M-V functional and the def2-TZVPD basis

Properties
- ΔE to the lowest compared entry with this formula, charge and spin (kJ/mol) = 0.0
- frontier orbital gap (spin up / spin down) (eV) = 5.2 / 5.2
- 2S+1 = 2

Structure (XYZ):
```
14
C4H5NaO3Rb | the Open Molecules 2025 dataset | the ωB97M-V functional and the def2-TZVPD basis
O -2.22457 -0.06077 -1.00223
Rb -0.85217 -2.67573 -1.62282
O -2.27626 -1.44598 -0.59889
C -1.62242 0.75035 -0.06725
C -0.23095 0.97951 -0.17986
H 0.43327 1.64461 -0.74382
H -2.54466 1.15685 0.37827
H -1.15734 2.07638 -0.18755
O 2.84044 0.03163 0.84246
C 2.09283 -0.73582 0.15019
C 0.70967 -0.83455 0.37997
Na 1.95554 1.50177 2.18150
H 0.46942 -1.33402 1.33725
H 2.40721 -1.05423 -0.86722
```

---

Formula: C4H5O2
Source: the Open Molecules 2025 dataset
Level of theory: the ωB97M-V functional and the def2-TZVPD basis

Properties
- ΔE to the lowest compared entry with this formula, charge and spin (kJ/mol) = 63.4
- frontier orbital gap (spin up / spin down) (eV) = 4.4 / 5.9
- 2S+1 = 2
- charge = -2

Structure (XYZ):
```
11
C4H5O2 | the Open Molecules 2025 dataset | the ωB97M-V functional and the def2-TZVPD basis
O 3.16287 -0.94255 0.17990
C 2.48736 -2.08793 0.68868
C 1.02943 -1.65851 0.81458
C 0.34566 -1.50249 -0.48397
C -0.12860 -1.29110 -1.58736
H 4.09402 -1.16243 0.13731
H 0.92562 -0.69772 1.36462
H 0.47865 -2.40988 1.40257
H -0.79831 -1.78113 -2.30443
H -2.00640 -0.87873 0.56664
O -2.72410 -0.49037 1.07543
```

---

Formula: C4H5O2S2
Source: the Open Molecules 2025 dataset
Level of theory: the ωB97M-V functional and the def2-TZVPD basis

Properties
- frontier orbital gap (spin up / spin down) (eV) = 3.6 / 5.8
- 2S+1 = 3
- charge = -1

Structure (XYZ):
```
13
C4H5O2S2 | the Open Molecules 2025 dataset | the ωB97M-V functional and the def2-TZVPD basis
C -0.07879 0.88297 -0.15192
C 0.90061 0.09173 0.27710
C -1.50638 0.36756 -0.19265
C -1.49753 -1.15440 0.03190
O 3.17590 1.65035 -0.22172
O 3.37042 -0.86242 -0.11323
S 0.27339 -1.55981 0.52692
S 3.01087 0.40733 0.57082
H 0.25955 1.96439 -0.40345
H -2.00037 0.79860 0.69187
H -2.16517 0.63452 -1.03996
H -2.15680 -1.43053 0.92012
H -1.58571 -1.79029 -0.89578
```

---

Formula: C4H5O3Sr
Source: the Open Molecules 2025 dataset
Level of theory: the ωB97M-V functional and the def2-TZVPD basis

Properties
- ΔE to the lowest compared entry with this formula, charge and spin (kJ/mol) = 0.0
- frontier orbital gap (spin up / spin down) (eV) = 6.8 / 6.3
- 2S+1 = 2

Structure (XYZ):
```
13
C4H5O3Sr | the Open Molecules 2025 dataset | the ωB97M-V functional and the def2-TZVPD basis
O -2.30170 0.85054 0.21100
C -3.21113 -0.03627 0.07839
C -2.85267 -1.32362 -0.40491
O -1.62902 -1.55905 -0.68846
C 3.20427 -1.61386 0.75749
C 3.09171 -0.31885 0.39660
O 2.00004 0.30958 0.01772
Sr -0.21320 0.20568 -0.42265
H -4.25404 0.19715 0.33116
H -3.61521 -2.09850 -0.55842
H 2.41512 -2.33859 0.53994
H 4.11080 -1.95722 1.25706
H 4.01006 0.29098 0.35354
```

---

Formula: C4H5O4P
Source: the Open Molecules 2025 dataset
Level of theory: the ωB97M-V functional and the def2-TZVPD basis

Properties
- ΔE to the lowest compared entry with this formula, charge and spin (kJ/mol) = 159.0
- frontier orbital gap (eV) = 8.0
- SMILES = OC1=[PH]=C(O)C(O)=C1O
- 2S+1 = 1

Structure (XYZ):
```
14
C4H5O4P | the Open Molecules 2025 dataset | the ωB97M-V functional and the def2-TZVPD basis
O 2.61341 0.59055 -0.21462
C 1.27117 0.37799 0.01833
P 0.06282 1.78410 -0.26824
C -1.19181 0.41048 -0.16770
O -2.61079 0.50817 -0.21837
C -0.70681 -0.83871 -0.16378
O -1.54457 -1.81388 0.01245
C 0.76741 -0.84038 -0.10211
O 1.55067 -1.93040 -0.11032
H 2.86738 1.56701 -0.09392
H -0.26875 2.21616 1.01625
H -2.83093 1.13934 0.53140
H -2.44352 -1.45906 0.01855
H 2.46433 -1.71138 -0.25792
```

---

Formula: C4H5O5Zn
Source: the Open Molecules 2025 dataset
Level of theory: the ωB97M-V functional and the def2-TZVPD basis

Properties
- ΔE to the lowest compared entry with this formula, charge and spin (kJ/mol) = 239.3
- frontier orbital gap (spin up / spin down) (eV) = 8.0 / 6.2
- 2S+1 = 2

Structure (XYZ):
```
15
C4H5O5Zn | the Open Molecules 2025 dataset | the ωB97M-V functional and the def2-TZVPD basis
O -0.50263 0.27598 -2.09324
C -0.44698 1.52566 -1.83174
C -0.32985 -0.43184 -0.03438
O -0.10648 2.33752 -2.71432
O -0.50390 1.89780 -0.56723
C 0.08253 0.98411 0.37035
Zn -0.28442 1.14091 -4.18319
H 0.51454 -0.99328 -0.45278
H -1.41811 -0.53881 -0.11696
H 1.17177 1.09585 0.32976
H -0.30889 1.26634 1.35278
O 0.49460 -2.37641 3.14659
C 0.64697 -2.07037 1.84167
O -0.29614 -1.27283 1.51350
H 1.28699 -2.84064 3.43920
```

---

Formula: C4H5PS2
Source: the Open Molecules 2025 dataset
Level of theory: the ωB97M-V functional and the def2-TZVPD basis

Properties
- ΔE to the lowest compared entry with this formula, charge and spin (kJ/mol) = 196.8
- frontier orbital gap (eV) = 7.2
- 2S+1 = 1

Structure (XYZ):
```
12
C4H5PS2 | the Open Molecules 2025 dataset | the ωB97M-V functional and the def2-TZVPD basis
C 0.91740 -0.25386 -0.64869
C -0.48622 -0.17085 -0.60445
C 1.85174 0.47947 0.07442
C -1.29487 0.57180 0.14880
P 1.82595 1.92057 1.05112
S -0.27736 1.51256 1.45953
S -2.77450 1.03772 -0.50694
H 1.40507 -1.09944 -1.26592
H -1.08931 -0.69931 -1.45840
H 2.80474 0.42465 -0.23581
H -0.08862 0.28520 1.92353
H -3.60672 1.20380 0.61610
```

---

Formula: C4H6
Source: the Open Molecules 2025 dataset
Level of theory: the ωB97M-V functional and the def2-TZVPD basis

Properties
- ΔE to the lowest compared entry with this formula, charge and spin (kJ/mol) = 533.5
- frontier orbital gap (eV) = 7.9
- 2S+1 = 1

Structure (XYZ):
```
10
C4H6 | the Open Molecules 2025 dataset | the ωB97M-V functional and the def2-TZVPD basis
C -1.72992 -0.58251 0.05739
C -0.56432 0.62520 -0.10440
C 0.69522 0.12801 0.13940
C 1.90458 0.55457 -0.36341
H -1.84347 -1.42494 0.67514
H -2.49670 -0.40012 -0.64026
H -1.42659 0.54177 0.68962
H 0.71741 -0.67908 0.91123
H 2.85665 -0.05552 -0.21148
H 1.88714 1.29260 -1.15323
```

---

Formula: C4H6
Source: the Open Molecules 2025 dataset
Level of theory: the ωB97M-V functional and the def2-TZVPD basis

Properties
- ΔE to the lowest compared entry with this formula, charge and spin (kJ/mol) = 193.0
- frontier orbital gap (eV) = 9.9
- SMILES = C=CC=C
- 2S+1 = 1

Structure (XYZ):
```
10
C4H6 | the Open Molecules 2025 dataset | the ωB97M-V functional and the def2-TZVPD basis
C -1.80276 -0.09791 -0.11453
C -0.68432 0.63596 0.16527
C 0.56035 -0.26530 0.28165
C 1.79935 0.13405 -0.07854
H -2.96890 0.11735 -0.05028
H -1.85932 -1.20217 -0.22920
H -0.31505 1.67892 0.18567
H 0.42480 -1.23836 0.41939
H 2.18829 1.08518 -0.33812
H 2.65757 -0.84771 -0.24131
```

---

Formula: C4H6
Source: the Open Molecules 2025 dataset
Level of theory: the ωB97M-V functional and the def2-TZVPD basis

Properties
- ΔE to the lowest compared entry with this formula, charge and spin (kJ/mol) = 396.1
- frontier orbital gap (spin up / spin down) (eV) = 7.7 / 7.7
- 2S+1 = 1

Structure (XYZ):
```
10
C4H6 | the Open Molecules 2025 dataset | the ωB97M-V functional and the def2-TZVPD basis
C -1.08116 0.93434 -0.03712
C -0.35108 -0.26285 0.48348
C 0.94551 -0.59587 0.14070
C 2.19655 -0.36998 -0.18065
H -2.03850 0.67733 -0.50027
H -0.47390 1.49058 -0.75350
H -1.30380 1.58459 0.82053
H -0.90681 -0.92893 1.14625
H 0.36859 -1.56793 -0.13661
H 2.64462 -0.96128 -0.98279
```

---

Formula: C4H6
Source: the Open Molecules 2025 dataset
Level of theory: the ωB97M-V functional and the def2-TZVPD basis

Properties
- ΔE to the lowest compared entry with this formula, charge and spin (kJ/mol) = 440.4
- frontier orbital gap (eV) = 9.7
- SMILES = C#C.C=C
- 2S+1 = 1

Structure (XYZ):
```
10
C4H6 | the Open Molecules 2025 dataset | the ωB97M-V functional and the def2-TZVPD basis
C -1.40875 -0.48885 0.13536
C -1.91068 0.58190 -0.02959
H -1.05622 -1.58655 -0.01066
H -2.00307 1.70970 -0.02788
C 0.72928 -0.60938 -0.21153
C 1.51831 0.45849 0.02325
H 0.40345 -1.22782 0.75220
H 0.00120 -0.74246 -1.04100
H 2.17135 0.58904 0.95058
H 1.55514 1.31593 -0.54074
```

---

Formula: C4H6AgLiO2
Source: the Open Molecules 2025 dataset
Level of theory: the ωB97M-V functional and the def2-TZVPD basis

Properties
- ΔE to the lowest compared entry with this formula, charge and spin (kJ/mol) = 318.1
- frontier orbital gap (spin up / spin down) (eV) = 4.4 / 4.4
- 2S+1 = 2
- charge = +1

Structure (XYZ):
```
14
C4H6AgLiO2 | the Open Molecules 2025 dataset | the ωB97M-V functional and the def2-TZVPD basis
O 2.00395 1.63525 0.36805
C 2.14178 0.72876 -0.61505
C 1.76643 -0.59836 -0.33016
Ag -2.05487 -0.49872 2.36882
Li -3.36865 -0.20555 -0.64311
H 1.75140 -0.89615 0.73386
H 2.10991 -1.38512 -1.00818
C -0.99950 0.58931 -0.22087
C -0.43853 -0.60746 -0.70812
O -0.94225 0.75646 1.20370
H -0.73074 1.52286 -0.72218
H -0.44208 -0.73894 -1.79710
H -0.63017 -1.53150 -0.15289
H -0.16670 1.22917 1.52323
```

---

Formula: C4H6AgO
Source: the Open Molecules 2025 dataset
Level of theory: the ωB97M-V functional and the def2-TZVPD basis

Properties
- ΔE to the lowest compared entry with this formula, charge and spin (kJ/mol) = 223.4
- frontier orbital gap (spin up / spin down) (eV) = 5.7 / 5.8
- 2S+1 = 2

Structure (XYZ):
```
12
C4H6AgO | the Open Molecules 2025 dataset | the ωB97M-V functional and the def2-TZVPD basis
C 2.79495 -0.82761 -1.36583
C 1.93835 -1.36229 -0.49052
C 0.99102 -0.37065 0.10187
C -0.48821 -0.69963 -0.13090
O -1.32504 0.26635 0.35867
Ag -1.84823 2.34275 1.32168
H 3.33501 -1.25208 -2.21240
H 2.22162 -2.23875 0.11232
H 1.16998 -0.22057 1.17812
H -0.67977 -1.69821 0.32965
H -0.62109 -0.85342 -1.22825
H 1.40632 0.53377 -0.64864
```

---

Formula: C4H6AgO2
Source: the Open Molecules 2025 dataset
Level of theory: the ωB97M-V functional and the def2-TZVPD basis

Properties
- ΔE to the lowest compared entry with this formula, charge and spin (kJ/mol) = 106.2
- frontier orbital gap (spin up / spin down) (eV) = 6.9 / 7.0
- 2S+1 = 2

Structure (XYZ):
```
13
C4H6AgO2 | the Open Molecules 2025 dataset | the ωB97M-V functional and the def2-TZVPD basis
O -1.83802 -1.31640 -1.98291
C -1.67658 -0.47781 -0.92592
C -0.52101 -0.01554 -0.44724
C -0.04493 0.66997 0.74893
C 1.48824 0.76231 0.86769
O 2.08020 -0.47713 0.93186
Ag 1.57109 -2.21855 0.14425
H -1.01503 -1.39049 -2.48024
H -2.64039 -0.11651 -0.54537
H -0.47078 0.17048 1.64018
H -0.49083 1.66487 0.28736
H 1.70350 1.38770 1.76299
H 1.85452 1.35712 -0.00157
```

---

Formula: C4H6AuN2O3Se
Source: the Open Molecules 2025 dataset
Level of theory: the ωB97M-V functional and the def2-TZVPD basis

Properties
- ΔE to the lowest compared entry with this formula, charge and spin (kJ/mol) = 16.3
- frontier orbital gap (spin up / spin down) (eV) = 5.5 / 5.5
- 2S+1 = 1
- charge = -1

Structure (XYZ):
```
17
C4H6AuN2O3Se | the Open Molecules 2025 dataset | the ωB97M-V functional and the def2-TZVPD basis
Au -1.20770 -0.03711 -1.16715
N -0.72679 2.06521 -0.09863
C 0.60231 1.93147 0.51379
C 0.97250 0.48393 0.87661
O 1.86221 0.29808 1.71269
N 0.29357 -0.43579 0.21130
C 0.59223 -1.83409 0.39505
C -0.20682 -2.71142 -0.57157
O -0.00463 -3.91208 -0.56776
O -1.06638 -2.12833 -1.36952
H -0.80575 2.84884 -0.73264
H -1.46659 2.12102 0.58877
H 0.72518 2.53478 1.41445
H 1.35170 2.26356 -0.20536
H 0.36590 -2.17360 1.40961
H 1.65304 -2.04030 0.23460
Se -2.93398 0.72584 -2.64423
```

---

Formula: C4H6AuO3
Source: the Open Molecules 2025 dataset
Level of theory: the ωB97M-V functional and the def2-TZVPD basis

Properties
- ΔE to the lowest compared entry with this formula, charge and spin (kJ/mol) = 0.0
- frontier orbital gap (spin up / spin down) (eV) = 7.3 / 7.5
- 2S+1 = 4

Structure (XYZ):
```
14
C4H6AuO3 | the Open Molecules 2025 dataset | the ωB97M-V functional and the def2-TZVPD basis
O -0.22451 0.53407 -1.83775
C -0.76286 1.16730 -0.89699
O -1.53260 -0.18274 -0.07037
C -1.15904 0.20177 1.25360
C 0.28189 0.66306 1.03556
O 0.98750 -0.60611 0.73214
C 2.38775 -0.47617 0.78520
Au -0.05700 -1.30932 -0.76441
H -1.34745 -0.57152 2.02247
H -1.76404 1.07253 1.56475
H 0.68355 1.06480 1.98338
H 2.83308 -1.35524 0.30139
H 2.72052 0.43579 0.26284
H 2.72622 -0.42664 1.83235
```

---

Formula: C4H6BiLiO2
Source: the Open Molecules 2025 dataset
Level of theory: the ωB97M-V functional and the def2-TZVPD basis

Properties
- frontier orbital gap (spin up / spin down) (eV) = 5.4 / 5.2
- 2S+1 = 1

Structure (XYZ):
```
14
C4H6BiLiO2 | the Open Molecules 2025 dataset | the ωB97M-V functional and the def2-TZVPD basis
O 0.50144 -1.63973 -1.11286
Bi 0.66269 -0.13069 -2.33312
C 0.29047 -1.62310 0.25569
C -0.56040 -0.43904 0.73956
H -0.22628 -2.54954 0.58740
H -1.57665 -0.66532 0.37100
H -0.67460 -0.48396 1.83553
H 1.24926 -1.60927 0.82140
C 0.64411 1.10038 0.53178
C -0.61143 1.20578 -0.08270
O -1.64947 1.83374 -0.44345
Li -0.67522 2.33107 -2.40608
H 1.59772 0.56736 0.46639
H 1.02837 2.10233 0.76947
```

---

Formula: C4H6BiO7
Source: the Open Molecules 2025 dataset
Level of theory: the ωB97M-V functional and the def2-TZVPD basis

Properties
- frontier orbital gap (spin up / spin down) (eV) = 5.7 / 7.2
- 2S+1 = 1
- charge = +1

Structure (XYZ):
```
18
C4H6BiO7 | the Open Molecules 2025 dataset | the ωB97M-V functional and the def2-TZVPD basis
O 5.17489 8.74658 2.84600
C 5.90777 8.43932 3.83560
O 5.84680 9.13612 4.89501
O 6.63068 7.35428 3.75627
O 8.78412 5.50498 3.61057
C 8.95373 4.25697 2.98583
O 9.08293 3.26252 3.73959
O 10.01976 4.52128 2.12070
C 7.86812 5.53325 4.68009
C 7.39939 6.94576 4.90294
Bi 4.49214 10.36564 3.92619
H 10.38419 3.66689 1.86738
H 8.37250 5.15738 5.58321
H 6.98468 4.89451 4.52263
H 8.24680 7.63370 5.01547
H 6.76322 6.98689 5.79460
O 7.49021 4.08824 1.91859
H 7.33790 4.98078 1.59496
```